Entry 1:
Density functional theory data (ωB97M-V/def2-TZVPD) for a cluster of 2 separate species, C23H16F4N in total at a distorted geometry.

XYZ file:
```
44
Properties=species:S:1:pos:R:3:lowdin_charge:R:1
F 2.08825 -2.77127 5.22896 0.0615
C 2.17491 -1.61343 4.48317 -0.2024
C 2.85565 -0.52258 5.02947 0.1091
C 2.88040 0.63781 4.25583 -0.2069
F 3.42439 1.77278 4.82377 0.0579
C 2.40095 0.69015 2.94795 0.0590
C 1.76437 -0.44678 2.38383 -0.2014
C 1.29167 -0.43589 0.99280 -0.0676
C 0.90466 -1.71786 0.45807 -0.0817
C 0.59369 -1.92062 -0.86050 0.0149
C 0.23162 -3.18840 -1.45803 -0.1870
C 0.02806 -3.24832 -2.87062 0.0545
C -0.30242 -4.44819 -3.47320 -0.2155
F -0.47401 -4.45892 -4.84263 0.0565
C -0.48298 -5.63055 -2.75295 0.1039
C -0.27031 -5.56913 -1.37166 -0.2120
F -0.42082 -6.73559 -0.65336 0.0572
C 0.06350 -4.39318 -0.70548 0.0623
C 1.61118 -1.58863 3.21000 0.0591
H 3.32187 -0.57928 6.02529 0.1556
H 2.55018 1.58503 2.35494 0.1314
H 1.95891 0.23948 0.34153 0.1462
H 0.96162 -2.64129 1.06937 0.1001
H 0.67546 -1.05642 -1.55299 0.1390
H 0.11380 -2.31576 -3.43510 0.1333
H -0.74011 -6.55332 -3.25457 0.1429
H 0.15928 -4.38852 0.38593 0.1249
H 1.11228 -2.50135 2.87040 0.1228
C -2.91848 4.72781 -3.18143 -0.0598
C -3.63657 3.92836 -2.25558 -0.0574
C -3.05160 3.60925 -1.01158 -0.0429
C -1.76847 4.04508 -0.68825 -0.2509
C -1.10706 3.61187 0.60204 -0.1197
N -0.38195 2.34710 0.47683 0.0905
C -0.01381 1.21560 0.48173 0.2053
C -1.04985 4.80279 -1.61093 -0.0455
C -1.59789 5.14021 -2.86524 -0.0567
H -3.36434 4.99173 -4.15161 0.1113
H -4.64329 3.59391 -2.51507 0.1078
H -3.59560 3.02456 -0.27574 0.1122
H -0.39826 4.39641 0.89285 0.1317
H -1.85590 3.48881 1.39324 0.1372
H -0.05640 5.14213 -1.33309 0.1116
H -1.03656 5.73444 -3.58841 0.1078
```

The calculation puts the HOMO energy at -12.100 eV. Its largest force on an atom is 3.95 eV/A. The value obtained for the orbital gap is 0.243 Eh. The value obtained for the relative energy (zero: lowest compared OMol25 entry of this formula, charge and spin) is 60.0 kcal/mol. The charge is +1.



Entry 2:
Density functional theory data (ωB97M-V/def2-TZVPD) for a cluster of 2 separate species, C23H16F4N in total at a distorted geometry.

XYZ file:
```
44
Properties=species:S:1:pos:R:3:lowdin_charge:R:1
F -3.49538 5.67484 1.04443 0.1031
C -3.25838 4.34212 1.06137 -0.2129
C -4.31176 3.44779 1.04907 0.1371
C -4.06998 2.08544 1.06679 -0.2137
F -5.11051 1.22135 1.04961 0.1019
C -2.77688 1.61925 1.09784 0.0899
C -1.67310 2.49605 1.11376 -0.1556
C -0.37752 1.92326 1.12806 0.1677
C 0.91864 2.49479 1.11636 -0.1539
C 2.02039 1.61589 1.08693 0.0929
C 3.31419 2.08015 1.06121 -0.2114
F 4.35362 1.21468 1.04502 0.1022
C 3.55806 3.44239 1.05483 0.1379
C 2.50640 4.33856 1.08083 -0.2131
F 2.74522 5.67092 1.07372 0.1029
C 1.21530 3.87212 1.11605 0.0848
C -1.96774 3.87372 1.09383 0.0847
H -5.32133 3.81486 1.02558 0.1514
H -2.62501 0.55507 1.09562 0.1398
H -0.37753 0.84530 1.10288 0.1139
H 1.86530 0.55242 1.06609 0.1303
H 4.56794 3.80857 1.03013 0.1514
H 0.45638 4.61937 1.14784 0.1045
H -1.20735 4.62003 1.09514 0.1044
C 0.03289 -4.41472 -3.69132 -0.0229
C -0.01221 -3.43556 -2.56493 -0.2005
C -0.60919 -2.22842 -2.76758 -0.0282
C -0.67325 -1.28698 -1.74365 -0.1539
N -0.19371 -1.44866 -0.54441 0.0874
C 0.41008 -2.64259 -0.29931 -0.2283
C 0.52906 -3.66867 -1.27328 -0.1010
C 1.17895 -4.87349 -0.91715 -0.0139
C 1.68364 -5.05211 0.33611 -0.0677
C 1.56383 -4.03966 1.29604 -0.0722
C 0.94371 -2.86647 0.98768 -0.0322
H 0.53115 -5.34597 -3.43280 0.0658
H -0.97408 -4.66884 -4.02316 0.0966
H 0.55954 -3.99422 -4.54836 0.0961
H -1.03214 -2.00965 -3.73330 0.1175
H -1.15445 -0.34055 -1.93815 0.0990
H 1.27834 -5.66010 -1.64450 0.1025
H 2.17789 -5.97709 0.59085 0.1100
H 1.96640 -4.19160 2.28548 0.1078
H 0.84458 -2.08363 1.72273 0.0979
```

The calculation puts the HOMO energy at -10.985 eV. Its largest force on an atom is 1.22 eV/A. The value obtained for the orbital gap is 0.165 Eh. The value obtained for the relative energy (zero: lowest compared OMol25 entry of this formula, charge and spin) is 2.5 kcal/mol. The charge is +1.



Entry 3:
Density functional theory data (ωB97M-V/def2-TZVPD) for a structure of composition C23H16N5O7PtS at a distorted geometry.

XYZ file:
```
53
Properties=species:S:1:pos:R:3:lowdin_charge:R:1
Pt -0.70617 0.15153 -1.18908 1.2112
O -7.36213 0.04860 0.62588 0.0704
C -6.71249 0.94426 1.10819 -0.6294
O -6.69214 1.86419 1.89362 0.0525
C -5.14778 0.87974 0.38419 -0.0302
C -4.25588 1.89534 0.66732 0.0136
C -2.98240 1.76410 0.15332 -0.1052
N -2.62681 0.71548 -0.59756 -0.0694
C -3.52816 -0.22146 -0.89028 -0.1775
C -4.82550 -0.19376 -0.40611 0.0741
C -3.07342 -1.30242 -1.84960 -0.5771
O -3.84304 -2.18273 -2.13112 0.1297
O -1.86702 -1.09914 -2.28959 -0.1772
H -4.53860 2.75238 1.25801 0.1228
H -2.23745 2.51996 0.33620 0.0767
H -5.51491 -0.98340 -0.66333 0.1390
S 6.70496 1.46908 -1.25602 1.0831
N 5.83743 0.29602 -1.93104 -0.1982
C 4.57210 0.53986 -1.64966 -0.2965
C 3.43340 -0.25539 -2.06731 -0.0653
C 3.51431 -1.41247 -2.84881 0.0472
C 2.35252 -2.05844 -3.20967 0.0116
C 1.12797 -1.53828 -2.79654 -0.0697
N 1.06169 -0.44414 -2.04871 -0.0504
C 2.17832 0.18514 -1.67145 -0.1501
C 1.99105 1.35832 -0.85348 -0.1439
N 0.72438 1.64592 -0.49487 -0.0206
C 0.49334 2.75225 0.19985 -0.0881
C 1.51114 3.60883 0.60856 -0.0015
C 2.81491 3.29744 0.28990 0.0422
C 3.06743 2.15073 -0.46179 -0.0673
C 4.39154 1.71875 -0.87015 -0.2985
N 5.52564 2.32928 -0.58306 -0.2012
H 4.48783 -1.77143 -3.15757 0.1339
H 2.37516 -2.95368 -3.81393 0.1271
H 0.18482 -1.99773 -3.06388 0.1227
H -0.53379 2.97125 0.44235 0.0896
H 1.26718 4.50090 1.16797 0.1257
H 3.64168 3.92180 0.60384 0.1346
C 1.39384 -1.46962 2.96807 0.0183
C 0.02145 -1.68550 2.41156 -0.3407
C -0.88977 -2.67143 3.06430 0.0344
O -0.61606 -0.56527 1.99011 0.1155
C 0.44425 -2.79203 0.65245 -0.4322
O 1.15252 -3.65430 1.05164 0.2249
O -0.14893 -2.25646 -0.23382 0.1440
H 1.33053 -0.94575 3.92896 0.1312
H 2.00520 -0.86969 2.28663 0.1104
H 1.89636 -2.41922 3.12881 0.1074
H -1.16963 -2.29846 4.05573 0.1357
H -0.39731 -3.63298 3.18459 0.1101
H -1.80422 -2.80077 2.48415 0.1247
H -0.02938 0.19481 2.08220 0.1258
```

The calculation puts the HOMO energy (alpha / beta) at -9.507 / -9.508 eV. Its largest force on an atom is 4.95 eV/A. The value obtained for the orbital gap (alpha / beta) is 0.076 / 0.076 Eh. The value obtained for the relative energy (zero: lowest compared OMol25 entry of this formula, charge and spin) is 44.9 kcal/mol. The charge is +1.



Entry 4:
Density functional theory data (ωB97M-V/def2-TZVPD) for a structure of composition C23H17AuBrFN6O7S.

XYZ file:
```
57
Properties=species:S:1:pos:R:3:lowdin_charge:R:1
Au 0.92741 0.49616 -0.37623 0.9168
C 0.32460 0.23459 4.01498 -0.0107
N 0.02215 -0.93270 3.19881 -0.1011
C -1.03822 -1.79448 3.40423 -0.0368
C -1.01022 -2.70063 2.40522 -0.0160
N 0.06456 -2.38210 1.60064 0.0036
C 0.70702 -1.29716 2.09583 -0.6888
S 2.13324 -0.57075 1.47557 0.6914
C 0.40652 -3.04753 0.37457 -0.2947
C 0.70880 -4.39372 0.38705 0.0040
C 1.03552 -4.96772 -0.83241 -0.0477
C 1.05691 -4.17299 -1.96344 -0.0264
C 0.73398 -2.82699 -1.85416 -0.0880
N 0.39050 -2.27302 -0.69088 0.1270
H -0.01456 0.04607 5.02980 0.0999
H -0.18173 1.11270 3.61538 0.0878
H 1.39724 0.40462 4.00108 0.0716
H -1.72655 -1.66478 4.21873 0.1264
H -1.65701 -3.52789 2.17467 0.1356
H 0.71090 -4.95483 1.31125 0.1186
H 1.28632 -6.01835 -0.88901 0.1121
H 1.32494 -4.57986 -2.92781 0.1125
H 0.72983 -2.16155 -2.70502 0.0959
Br 3.19944 6.57728 -0.93003 0.7203
C 3.27065 4.70786 -1.24620 -0.6920
C 2.21380 4.09000 -1.89283 -0.1201
C 2.26141 2.71920 -2.10284 -0.0499
C 3.36335 1.98039 -1.67986 -0.1647
C 4.42890 2.62751 -1.06835 -0.0142
C 4.38322 3.99295 -0.83307 -0.1188
C 3.44377 0.48943 -1.90777 -0.6028
O 4.49003 -0.01554 -2.25115 0.0834
O 2.34412 -0.20230 -1.72483 -0.1923
H 1.36729 4.67011 -2.23253 0.1007
H 1.44265 2.22650 -2.61370 0.1008
H 5.29690 2.04895 -0.78053 0.1234
H 5.20281 4.49885 -0.34263 0.0998
O -3.86017 2.13152 0.54621 0.0964
C -1.82754 1.61076 0.70058 -0.1674
N -0.63647 1.38636 0.77200 0.2027
F -3.01369 2.62107 2.62121 0.1656
C -3.05535 1.73846 1.62801 -0.3842
C -2.88299 1.71555 -0.43697 -0.1685
N -3.21167 0.47666 -1.03049 0.0470
C -2.81369 0.26552 -2.43326 -0.0161
C -1.27815 0.21336 -2.57625 -0.6203
O -0.78056 -0.59795 -3.32880 0.0556
O -0.69131 1.09957 -1.84483 -0.1630
C -3.52507 -0.64425 -0.29393 -0.4286
O -3.69312 -1.73129 -0.78726 0.1161
N -3.68521 -0.56647 1.11819 0.2281
C -3.46181 0.34907 2.11699 -0.3582
O -3.54652 0.07249 3.28470 0.1290
H -2.67808 2.47014 -1.18859 0.1756
H -3.20474 1.09391 -3.02503 0.1370
H -3.25894 -0.66133 -2.77552 0.1254
H -3.93543 -1.48145 1.47054 0.1611
```

The calculation puts the HOMO energy (alpha / beta) at -7.942 / -8.590 eV. Its largest force on an atom is 0.22 eV/A. The value obtained for the orbital gap (alpha / beta) is 0.271 / 0.203 Eh. The multiplicity is 3. The value obtained for the relative energy (zero: lowest compared OMol25 entry of this formula, charge and spin) is 45.5 kcal/mol. Its expectation value of S² is 2.02.